No. 1
{"formula": "C4H11NO2", "method": "wB97M-V/def2-TZVPD", "smiles": "C[C@H](O)[C@H](N)CO", "charge": 0, "molar_mass_g_mol": 105.14, "homo_lumo_gap_ev": 10.455, "relative_energy_ev": 2.780, "homo_energy_ev": -9.7, "e_lumo_ev": 0.74, "symbols": ["C", "C", "O", "C", "N", "C", "O", "H", "H", "H", "H", "H", "H", "H", "H", "H", "H", "H"], "xyz": [[-2.192012, -0.125701, 0.357867], [-0.747392, -0.875843, -0.022309], [-0.349143, -1.661809, 1.120558], [0.422919, 0.113183, -0.635395], [1.346012, -0.973055, -1.217884], [0.831346, 1.034233, 0.572166], [1.981605, 1.990234, 0.450507], [-3.060405, -0.921425, 0.518929], [-2.602749, 0.629997, -0.427527], [-1.993118, 0.375568, 1.385364], [-0.875498, -1.635240, -0.788488], [0.466599, -2.074013, 0.755893], [0.239742, 0.790064, -1.442274], [1.469508, -0.777226, -2.173702], [2.266503, -0.763490, -0.781393], [-0.012715, 1.631268, 0.795019], [1.047329, 0.389013, 1.446407], [1.761462, 2.854250, 0.086256]], "atomic_forces_ev_per_a": [[0.31, -0.99, 0.53], [-2.45, 1.79, -0.51], [1.07, 1.08, -1.14], [0.07, -2.00, 1.84], [1.01, 1.73, 3.25], [2.18, -0.29, -0.44], [-0.58, -1.79, -0.05], [2.05, 1.53, -0.31], [1.15, -1.28, 1.36], [-0.59, -0.62, -1.80], [-0.46, 0.41, -0.50], [-0.53, -0.04, 0.62], [-1.28, 0.16, -0.56], [0.17, 0.22, -1.40], [-0.52, -0.51, -0.60], [-1.13, 0.40, 0.23], [0.11, 0.56, -0.44], [-0.58, -0.38, -0.06]], "mulliken_charge": [-1.112, -0.088, -0.565, 0.146, -0.693, -0.679, -0.560, 0.302, 0.267, 0.307, 0.401, 0.373, 0.366, 0.262, 0.248, 0.400, 0.316, 0.310]}



No. 2
{"formula": "C4H11NO2", "method": "wB97M-V/def2-TZVPD", "smiles": "CC(C)NC=O.O", "charge": 0, "molar_mass_g_mol": 105.14, "homo_lumo_gap_ev": 10.431, "relative_energy_ev": 1.743, "homo_energy_ev": -9.7, "e_lumo_ev": 0.73, "symbols": ["C", "C", "C", "N", "C", "O", "H", "H", "H", "H", "H", "H", "H", "H", "H", "O", "H", "H"], "xyz": [[-0.797856, -1.416499, -0.615326], [-0.037387, -0.482671, -1.616440], [1.487155, -0.442324, -1.121826], [-0.635774, 0.792109, -1.433239], [-0.651634, 1.507386, -0.227277], [-0.051046, 1.138835, 0.764890], [-0.543260, -1.301169, 0.351489], [-0.476222, -2.555959, -0.856780], [-1.836633, -1.054005, -0.846166], [-0.305653, -0.791799, -2.669421], [2.155087, 0.298648, -1.749529], [1.375472, -0.210724, -0.092971], [1.906204, -1.430244, -1.304680], [-0.893171, 1.185495, -2.314929], [-1.311843, 2.349011, -0.250127], [0.400859, -0.613416, 3.596611], [0.563779, 0.038504, 2.946460], [1.016480, -1.271220, 3.412537]], "atomic_forces_ev_per_a": [[-0.29, -2.37, -5.25], [1.40, -1.31, 1.78], [-0.26, 0.37, -3.73], [-0.22, 1.99, 0.76], [0.72, -2.07, -1.39], [-0.50, 0.40, -0.07], [0.78, 0.92, 3.24], [-1.44, 2.46, 0.30], [0.48, -1.55, 0.71], [0.91, 0.15, 1.10], [-1.42, -1.17, 1.48], [0.63, 0.32, 0.73], [0.13, -0.08, 0.30], [-0.54, 0.96, 0.23], [-0.36, 0.96, -0.08], [-1.73, 0.65, 1.42], [0.03, 1.30, -1.17], [1.64, -1.91, -0.36]], "mulliken_charge": [-1.177, 0.117, -1.071, -0.182, -0.068, -0.517, 0.297, 0.311, 0.378, 0.396, 0.276, 0.277, 0.360, 0.198, 0.408, -0.618, 0.323, 0.294]}



No. 3
{"formula": "C4H11NO2", "method": "wB97M-V/def2-TZVPD", "smiles": "CCN(C)C=O.O", "charge": 0, "molar_mass_g_mol": 105.14, "homo_lumo_gap_ev": 10.163, "relative_energy_ev": 1.952, "homo_energy_ev": -9.4, "e_lumo_ev": 0.77, "symbols": ["C", "C", "N", "C", "C", "O", "H", "H", "H", "H", "H", "H", "H", "H", "H", "O", "H", "H"], "xyz": [[-1.871033, 0.931081, -0.272078], [-0.883688, 1.221863, 0.890090], [0.451549, 0.473508, 0.965572], [1.705307, 1.169859, 0.773801], [0.352372, -0.884482, 0.613305], [1.231387, -1.426576, -0.098862], [-2.434683, -0.052321, -0.060331], [-1.359534, 0.602411, -1.191903], [-2.558059, 1.788742, -0.318382], [-1.392560, 0.879897, 1.761110], [-0.651363, 2.320724, 0.940111], [1.532344, 2.225042, 0.543771], [2.252387, 0.723749, -0.154441], [2.236193, 1.191896, 1.784625], [-0.370003, -1.527531, 1.053770], [-0.649622, -1.444494, -2.336361], [0.288254, -1.482575, -2.063989], [-1.175693, -1.645967, -1.602265]], "atomic_forces_ev_per_a": [[0.44, -2.07, 0.41], [1.07, 0.05, -0.03], [-2.58, -1.14, -0.96], [0.96, -0.15, -0.70], [4.43, 1.11, -1.69], [-1.71, 0.78, 1.55], [0.37, 1.65, 0.12], [-0.15, 1.14, -0.05], [0.16, -0.56, -0.50], [-0.48, 0.43, 1.04], [-0.19, -1.19, 0.13], [-0.24, -0.17, -0.07], [-0.48, 0.66, 2.12], [-0.05, -0.43, -1.66], [-1.47, 0.00, 0.44], [1.61, 0.60, -2.03], [-0.81, -0.11, 0.19], [-0.85, -0.61, 1.70]], "mulliken_charge": [-0.881, -0.543, 0.130, -0.849, -0.201, -0.617, 0.207, 0.341, 0.319, 0.289, 0.406, 0.333, 0.289, 0.256, 0.535, -0.648, 0.349, 0.285]}



No. 4
{"formula": "C4H11NO2", "method": "wB97M-V/def2-TZVPD", "charge": 0, "molar_mass_g_mol": 105.14, "homo_lumo_gap_ev": 8.031, "relative_energy_ev": 5.170, "homo_energy_ev": -7.5, "e_lumo_ev": 0.55, "symbols": ["C", "C", "C", "N", "O", "H", "H", "H", "H", "H", "H", "H", "C", "O", "H", "H", "H", "H"], "xyz": [[0.559324, -0.579705, 1.492871], [-0.515317, -1.089987, -1.099831], [-0.993492, -0.325731, 0.107828], [1.923796, -0.527132, 1.103283], [-2.075680, -0.488205, 0.663059], [2.213276, 0.380208, 0.758785], [2.185474, -1.243233, 0.439361], [0.199560, -1.594793, 1.641499], [0.347210, 0.005497, 2.389201], [-0.435852, -2.147256, -0.837015], [-1.252253, -0.999335, -1.901305], [0.460212, -0.757647, -1.457025], [-0.723580, 1.546984, -0.377207], [0.420148, 1.899825, -1.106532], [0.277808, 1.713332, -2.041909], [-1.657577, 1.582827, -0.939385], [-0.801973, 2.184979, 0.504716], [-0.131082, 0.439372, 0.659607]], "atomic_forces_ev_per_a": [[-0.21, 0.80, -0.61], [0.45, -0.22, 0.34], [-0.54, 1.70, -0.55], [0.17, -0.08, -0.01], [0.50, -0.02, 0.06], [0.01, -0.12, 0.08], [-0.07, 0.10, 0.02], [-0.09, 0.11, -0.16], [-0.04, 0.04, 0.02], [-0.06, -0.02, -0.05], [0.01, 0.10, 0.15], [-0.05, 0.08, 0.04], [-0.47, -0.91, 0.04], [-0.02, -0.09, -0.10], [0.01, -0.01, 0.19], [0.04, 0.11, -0.04], [0.00, -0.07, 0.04], [0.39, -1.52, 0.53]], "mulliken_charge": [-0.804, -1.296, 1.099, -0.501, -0.707, 0.275, 0.266, 0.400, 0.377, 0.363, 0.342, 0.358, -0.792, -0.491, 0.325, 0.428, 0.401, -0.043]}



No. 5
{"formula": "C4H11NO2", "method": "wB97M-V/def2-TZVPD", "smiles": "CCCC(N)=O.O", "charge": 0, "molar_mass_g_mol": 105.14, "homo_lumo_gap_ev": 10.459, "relative_energy_ev": 0.724, "homo_energy_ev": -9.7, "e_lumo_ev": 0.77, "symbols": ["C", "C", "C", "C", "N", "O", "H", "H", "H", "H", "H", "H", "H", "H", "H", "O", "H", "H"], "xyz": [[-0.674140, 0.730104, -1.194649], [-0.079349, -0.278748, -0.202849], [-0.377756, 0.164813, 1.289202], [0.268776, -0.915137, 2.199538], [-0.481415, -2.035315, 2.406349], [1.411953, -0.799908, 2.558056], [-1.672983, 0.427718, -1.508531], [-0.147086, 0.775992, -2.125364], [-0.521692, 1.762753, -0.845405], [-0.459864, -1.289013, -0.365803], [1.014858, -0.241871, -0.208816], [0.223510, 1.052992, 1.506723], [-1.454153, 0.317982, 1.380890], [-1.406782, -2.240246, 2.080577], [0.113346, -2.832722, 2.596938], [1.679619, 1.669551, -2.959242], [1.542545, 2.581049, -3.183316], [1.020610, 1.149998, -3.424301]], "atomic_forces_ev_per_a": [[0.34, -0.27, 0.01], [0.21, 1.15, 1.19], [0.77, -0.94, -0.44], [-1.75, 1.12, -1.53], [1.04, -0.94, 0.57], [0.50, -0.28, 0.37], [-0.38, 0.58, 0.58], [0.43, -0.53, -0.27], [-0.77, -0.32, 0.19], [0.21, 0.05, -0.09], [-0.12, -0.41, -0.57], [-0.55, 0.15, -0.16], [0.07, 0.02, 0.46], [0.00, 0.48, -0.29], [-0.41, -0.05, 0.30], [0.58, -0.61, 0.22], [-0.22, 0.59, -0.30], [0.05, 0.20, -0.23]], "mulliken_charge": [-0.786, -0.417, -0.656, 0.445, -0.426, -0.577, 0.365, -0.022, 0.286, 0.317, 0.299, 0.335, 0.367, 0.218, 0.231, -0.638, 0.317, 0.344]}



No. 6
{"formula": "C4H11NO2", "method": "wB97M-V/def2-TZVPD", "smiles": "CC(C)C(N)=O.O", "charge": 0, "molar_mass_g_mol": 105.14, "homo_lumo_gap_ev": 9.819, "relative_energy_ev": 0.463, "homo_energy_ev": -9.4, "e_lumo_ev": 0.45, "symbols": ["C", "C", "C", "C", "N", "O", "H", "H", "H", "H", "H", "H", "H", "H", "H", "O", "H", "H"], "xyz": [[-1.364364, 0.592966, 1.585763], [-0.151695, 1.058574, 0.778086], [1.004040, 0.053482, 0.986287], [-0.360841, 1.357241, -0.726382], [-0.438506, 0.314644, -1.614597], [-0.174385, 2.498652, -1.094131], [-2.166308, 1.341327, 1.532446], [-1.822671, -0.330496, 1.247915], [-1.113237, 0.626433, 2.645696], [0.179961, 2.046584, 1.088700], [1.231828, 0.002558, 2.053357], [1.914321, 0.491128, 0.572442], [0.720061, -0.939432, 0.647557], [-0.117828, -0.530579, -1.191899], [0.007362, 0.447111, -2.502110], [0.994261, -2.642917, -1.893994], [1.419384, -3.227422, -2.518886], [0.238619, -3.159856, -1.596251]], "atomic_forces_ev_per_a": [[-0.61, 1.58, -0.13], [-0.22, -0.76, -0.28], [-0.14, 1.20, 0.47], [1.62, 0.34, 0.15], [-0.34, -0.31, 0.79], [-0.66, 0.28, -0.30], [0.05, -0.04, -0.28], [0.33, -0.38, 0.16], [0.12, -0.67, 0.02], [-0.13, -0.06, 0.46], [-0.28, -0.18, 0.08], [0.02, -0.62, -0.55], [0.44, -0.10, -0.21], [-0.03, -0.73, -0.05], [-0.12, 0.42, -0.36], [-0.32, 0.06, 0.25], [0.32, -0.10, -0.29], [-0.06, 0.05, 0.08]], "mulliken_charge": [-1.339, 0.558, -1.410, 0.406, -0.457, -0.601, 0.374, 0.303, 0.379, 0.230, 0.406, 0.333, 0.368, 0.203, 0.258, -0.622, 0.298, 0.314]}